1.
Molecular formula: C5H13NO
Method: DFT, ωB97M-V/def2-TZVPD

The energy relative to the best compared isomer or geometry (same formula, charge and spin) comes out at 1.6219 eV. The calculation puts the largest force on an atom at 0.0199 Eh/bohr. For the frontier orbital gap, the calculation gives 9.88 eV. The value obtained for the electronic energy is -8932.3890 eV. Its SMILES is C=CO.CCCN. For the HOMO energy, the calculation gives -9.04 eV. For the lowest unoccupied orbital energy, the calculation gives 0.0307 Eh.

Element x y z (Å)
C -1.5531 0.3525 1.8136
C -2.6484 0.1050 1.1209
O -3.2976 -1.0989 1.1782
H -1.0807 1.3140 1.6930
H -1.0829 -0.4142 2.4093
H -3.1262 0.8451 0.4899
H -4.1644 -1.0215 0.7775
C 2.4669 0.5326 -0.9862
C 1.1357 -0.1898 -0.8584
C 0.4548 -0.4184 -2.2081
N 3.0612 0.7771 0.3252
H 2.2751 1.4955 -1.4679
H 3.1241 -0.0324 -1.6627
H 0.4973 0.3550 -0.1614
H 1.2885 -1.1621 -0.3713
H 1.1311 -0.9454 -2.8777
H 0.2309 0.5463 -2.6751
H -0.5093 -0.8973 -2.0518
H 3.9607 1.2335 0.2107
H 3.2674 -0.0951 0.7926

2.
Molecular formula: C39H46BClN12O5Pt
Method: DFT, ωB97M-V/def2-TZVPD

The energy relative to the best compared isomer or geometry (same formula, charge and spin) comes out at 0.0000 eV. The calculation puts the largest force on an atom at 0.0083 Eh/bohr. For the frontier orbital gap (alpha / beta), the calculation gives 7.63 / 4.70 eV. As for the spin multiplicity: 4. The value obtained for the electronic energy is -85746.4341 eV. The net charge is +1. For the HOMO energy (alpha / beta), the calculation gives -10.85 / -10.85 eV. For the lowest unoccupied orbital energy (alpha / beta), the calculation gives -0.1185 / -0.2260 Eh.

Element x y z (Å)
Pt -0.0005 0.1100 -0.5349
C 0.3328 2.7288 -2.8872
C 0.4995 3.0939 -1.4526
C 0.7411 4.3388 -0.8818
C 0.7885 4.1091 0.4784
N 0.5840 2.8074 0.7271
N 0.4040 2.1870 -0.4772
B 0.5960 1.9390 2.0510
N -0.7926 1.2241 2.1368
C -1.6879 1.2256 3.1326
C -2.8216 0.5630 2.7116
C -2.5674 0.1646 1.4021
C -3.5099 -0.5208 0.4742
N -1.3357 0.5858 1.0674
N 1.7307 0.8799 1.8714
C 2.7572 0.5524 2.6725
C 3.5841 -0.3183 1.9955
C 3.0012 -0.4808 0.7393
C 3.5049 -1.2512 -0.4340
N 1.8816 0.2472 0.6841
N 0.8321 2.6790 3.3536
C 1.1076 3.9499 3.7482
C 1.2594 3.9569 5.1073
C 1.0569 2.6191 5.5004
C 1.0999 2.0364 6.8757
N 0.8036 1.8598 4.4501
H 0.2129 3.6273 -3.4879
H -0.5481 2.1022 -3.0375
H 1.2078 2.1950 -3.2623
H 0.8523 5.2814 -1.3879
H 0.9452 4.8192 1.2624
H -1.4574 1.6989 4.0697
H -3.7303 0.4055 3.2658
H -4.4439 -0.7063 1.0007
H -3.1218 -1.4659 0.1038
H -3.7163 0.0979 -0.3983
H 2.8292 0.9683 3.6614
H 4.5034 -0.7505 2.3511
H 3.6325 -2.3066 -0.1868
H 4.4764 -0.8665 -0.7458
H 2.8252 -1.1694 -1.2808
H 1.1877 4.7803 3.0772
H 1.4809 4.8055 5.7313
H 1.3137 2.8076 7.6128
H 1.8714 1.2701 6.9503
H 0.1476 1.5731 7.1327
C 1.8839 -8.0103 0.5479
C 0.8362 -7.9943 -0.5800
C -0.1744 -9.1134 -0.2926
C 1.5321 -8.3079 -1.9097
C 0.1099 -6.5997 -0.6202
O -0.4625 -6.3113 0.6430
C -0.9609 -6.5602 -1.7297
C -1.8927 -5.3388 -1.7985
C -2.8303 -5.2149 -0.6224
C -2.7365 -4.1561 0.2705
C -3.5499 -4.0830 1.3903
C -4.4862 -5.0781 1.6121
Cl -5.5079 -4.9933 3.0129
C -4.6209 -6.1338 0.7255
C -3.7917 -6.1930 -0.3844
C 1.1917 -5.5136 -0.8269
N 0.8773 -4.1781 -0.3207
C 0.5972 -3.0903 -1.0225
N 0.4660 -2.0604 -0.1985
C 0.6796 -2.6022 1.0375
N 0.9454 -3.8794 0.9964
H 2.0713 -9.0373 0.8615
H 1.5461 -7.4500 1.4195
H 2.8452 -7.6062 0.2244
H 0.3594 -10.0618 -0.2259
H -0.9247 -9.2253 -1.0743
H -0.6836 -8.9799 0.6655
H 2.0990 -9.2347 -1.8078
H 2.2455 -7.5331 -2.1998
H 0.8244 -8.4498 -2.7273
H -1.1640 -6.9474 0.8230
H -1.6033 -7.4326 -1.6025
H -0.4721 -6.6906 -2.6980
H -2.4831 -5.4372 -2.7138
H -1.3347 -4.4100 -1.9138
H -1.9973 -3.3791 0.1050
H -3.4567 -3.2689 2.0965
H -5.3679 -6.8952 0.9031
H -3.9039 -7.0199 -1.0773
H 1.4002 -5.3933 -1.8895
H 2.1132 -5.7986 -0.3290
H 0.5143 -3.0659 -2.0955
H 0.6573 -2.0287 1.9507
O -2.7953 -0.7299 -3.4748
C -1.7128 -0.8348 -2.9629
O -1.5382 -0.5293 -1.6766
C -0.5359 -1.3878 -3.7179
C -0.7992 -2.3848 -4.6539
C 0.2380 -2.9872 -5.3480
C 1.5279 -2.5511 -5.1092
C 1.8218 -1.5321 -4.2228
C 0.7738 -0.9603 -3.5216
N 2.6482 -3.1984 -5.8341
O 3.7549 -2.7294 -5.6737
O 2.3734 -4.1221 -6.5669
H -1.8250 -2.6859 -4.8183
H 0.0628 -3.7780 -6.0623
H 2.8451 -1.2099 -4.0961
H 0.9957 -0.1514 -2.8311

3.
Molecular formula: C41H48BiI2N5OSb
Method: DFT, ωB97M-V/def2-TZVPD

The energy relative to the best compared isomer or geometry (same formula, charge and spin) comes out at 0.2732 eV. The calculation puts the largest force on an atom at 0.0673 Eh/bohr. For the frontier orbital gap, the calculation gives 5.47 eV. The value obtained for the electronic energy is -81364.3892 eV. The net charge is +1. For the HOMO energy, the calculation gives -9.56 eV. For the lowest unoccupied orbital energy, the calculation gives -0.1505 Eh.

Element x y z (Å)
Bi 0.8388 -0.5587 0.2874
I 2.7069 -4.6625 6.7995
C 1.7254 -3.5345 5.3939
C 0.4965 -4.0507 4.8717
C -0.0846 -3.4550 3.7651
I -1.7312 -4.3274 2.8468
C 0.5769 -2.3568 3.1467
O 0.1098 -1.9392 1.9917
C 1.7657 -1.7838 3.7413
C 2.3546 -0.5227 3.1600
N 2.7456 -0.5949 1.7112
C 3.7215 -1.6794 1.3139
C 3.0827 -2.9654 0.9443
C 3.5257 -4.2087 1.4606
C 3.0365 -5.3735 0.8928
C 2.0054 -5.2766 -0.1013
C 1.5343 -4.0311 -0.4301
N 2.0762 -2.8747 0.0694
C 2.2672 -2.3583 4.8971
H 0.1110 -4.9937 5.3034
H 3.2387 -0.1897 3.7053
H 1.6469 0.3193 3.1954
H 3.2515 0.2796 1.4972
H 4.3864 -1.8786 2.1647
H 4.3849 -1.2433 0.5460
H 4.3236 -4.2006 2.2379
H 3.4269 -6.3527 1.1976
H 1.5243 -6.1724 -0.5094
H 0.6434 -3.9217 -1.0691
H 3.1668 -1.9242 5.3965
N 2.1967 9.9469 3.1147
C 2.0362 8.8497 2.7157
C 1.8405 7.5093 2.2344
C 0.5749 6.9310 2.1923
C 0.4008 5.6012 1.8029
C 1.4915 4.7810 1.3416
C 2.7531 5.4774 1.3190
C 2.9342 6.7539 1.8299
C 1.2618 3.3580 0.9241
C 1.9122 2.7931 -0.2241
C 2.3925 3.5677 -1.3153
C 3.0171 2.6750 -2.2040
C 2.9153 1.3977 -1.6348
N 2.1799 1.4215 -0.4610
C 0.3831 2.5204 1.6583
C -0.2289 2.8975 2.8884
C -1.1413 1.9053 3.1904
C -1.1070 0.9330 2.1908
N -0.1592 1.2511 1.2529
H -0.2681 7.4756 2.5512
H -0.5968 5.1620 1.9209
H 3.6409 4.9810 0.9122
H 3.9534 7.1650 1.9334
H 2.1847 4.6174 -1.4051
H 3.5580 2.9130 -3.1029
H 3.3277 0.4255 -1.9863
H 0.0736 3.7475 3.5134
H -1.7450 1.8293 4.0833
H -1.6742 0.0149 2.1134
C -1.3748 2.2707 -2.8156
C -2.6425 1.4691 -2.6124
C -3.5093 1.4091 -3.8535
C -3.4583 1.9453 -1.4422
Sb -2.0743 -0.7305 -2.1300
C -3.7493 -2.0382 -1.1438
C -3.2602 -3.4599 -1.0708
C -3.8844 -1.4285 0.2528
C -5.0178 -1.8936 -1.9691
C -0.9557 -1.8319 -3.8572
C -1.1107 -3.3356 -3.6847
C -1.6037 -1.3760 -5.1261
C 0.4987 -1.4219 -3.6763
H -1.6657 3.3187 -3.0619
H -0.7236 1.8533 -3.6257
H -0.7803 2.3082 -1.8990
H -3.7723 2.4362 -4.0713
H -4.4576 0.8615 -3.6708
H -2.9574 1.0603 -4.7270
H -3.7596 2.9737 -1.5966
H -2.8875 1.9040 -0.5054
H -4.3708 1.3189 -1.3312
H -2.2340 -3.5096 -0.6469
H -3.2806 -3.9383 -2.0704
H -3.9187 -3.9798 -0.3704
H -2.9370 -1.4081 0.7954
H -4.6017 -1.9974 0.8184
H -4.2095 -0.3929 0.2263
H -4.9556 -2.3395 -2.9858
H -5.3332 -0.8536 -2.1133
H -5.8487 -2.3519 -1.4344
H -2.1489 -3.6596 -3.8948
H -0.8070 -3.6916 -2.7215
H -0.4833 -3.8161 -4.4127
H -2.6977 -1.6142 -5.1441
H -1.1172 -1.8937 -5.9524
H -1.5065 -0.3027 -5.3176
H 0.8934 -1.6899 -2.6808
H 0.6301 -0.3262 -3.8314
H 1.1073 -1.9178 -4.4235

4.
Molecular formula: C4H14N2O
Method: DFT, ωB97M-V/def2-TZVPD

The energy relative to the best compared isomer or geometry (same formula, charge and spin) comes out at 2.1955 eV. The calculation puts the largest force on an atom at 0.0608 Eh/bohr. For the frontier orbital gap, the calculation gives 9.39 eV. The value obtained for the electronic energy is -9401.4114 eV. Its SMILES is NCCCCN.O. For the HOMO energy, the calculation gives -8.51 eV. For the lowest unoccupied orbital energy, the calculation gives 0.0321 Eh.

Element x y z (Å)
C -0.3344 0.0089 1.9862
N -1.6594 0.6497 1.8929
C 0.2150 -0.4966 0.6568
C 0.5484 0.7689 -0.2089
C 2.0640 0.8675 -0.5964
N 2.5597 -0.2514 -1.3763
H 0.3680 0.6743 2.3253
H -0.4089 -0.7694 2.7612
H -1.9061 1.3874 2.5029
H -2.4013 -0.0424 1.8723
H 1.1174 -1.0889 0.7882
H -0.4868 -1.2817 0.2978
H 0.2025 0.9677 -1.2661
H 0.4422 1.6113 0.4294
H 2.6233 1.1494 0.3114
H 2.2665 1.7260 -1.1832
H 2.6313 -1.2092 -0.9985
H 3.3265 -0.0558 -2.0152
H -3.5324 -1.2688 -2.6810
H -2.6462 -2.1104 -1.9140
O -2.8571 -1.1714 -1.9841

Which value of electronic energy does entry 3 give?
-81364.3892 eV

Which of these has the highest energy relative to the best compared isomer or geometry (same formula, charge and spin)?
C4H14N2O